The following is a quantum chemistry calculation of a 2-piece molecular cluster, C4H8N3 overall at a distorted geometry, from the OMol25 dataset.

**Highest occupied orbital energy**: -13.35 eV
**Energy relative to the best compared isomer or geometry (same formula, charge and spin)**: 162.99 kcal/mol
**Total charge**: +1
**Kohn-Sham gap**: 0.32219 Ha

Each line ends with the Mulliken charge.
CARTESIAN COORDINATES (ANGSTROEM)
C: 3.527 0.420 0.213  0.165
C: 2.398 -0.747 -0.345  -0.250
C: -1.925 1.165 -0.035  -0.965
C: -1.055 -0.018 0.223  0.269
N: 2.265 0.595 -0.227  -0.294
N: 3.345 -0.889 0.649  -0.194
N: -0.396 -0.441 -0.897  -0.270
H: 4.498 0.798 -0.108  0.279
H: -2.061 1.696 -1.021  0.335
H: -2.794 0.514 0.228  0.305
H: -1.990 1.776 0.840  0.345
H: -0.888 -0.528 1.153  0.408
H: 0.184 -1.387 -0.868  0.365
H: 4.193 -1.440 0.575  0.272
H: -0.627 0.149 -1.672  0.229

***

The following is a quantum chemistry calculation of C4H8N3 as an isolated structure at a distorted geometry, from the OMol25 dataset.

**Highest occupied orbital energy**: -15.05 eV
**Energy relative to the best compared isomer or geometry (same formula, charge and spin)**: 118.05 kcal/mol
**Total charge**: +1
**Kohn-Sham gap**: 0.33681 Ha

Each line ends with the Mulliken charge.
CARTESIAN COORDINATES (ANGSTROEM)
C: -0.280 -2.920 0.548  0.116
C: -0.488 -1.033 0.371  0.465
C: 0.880 2.398 -0.515  -1.299
C: 0.438 0.974 -0.822  -0.118
N: 0.282 -2.106 -0.305  -0.437
N: -1.161 -1.911 1.186  -0.233
N: -0.459 0.417 0.189  -0.132
H: -0.215 -4.033 0.825  0.329
H: 1.694 2.327 0.201  0.332
H: 1.044 2.884 -1.400  0.396
H: 0.146 2.959 -0.103  0.422
H: -0.027 0.893 -1.857  0.284
H: 1.259 0.106 -0.783  0.269
H: -1.804 -1.930 2.016  0.273
H: -1.311 0.974 0.449  0.331

***

The following is a quantum chemistry calculation of an isolated ion of composition C4H8N3 and charge +1 at a distorted geometry, from the OMol25 dataset.

**Highest occupied orbital energy**: -14.66 eV
**Energy relative to the best compared isomer or geometry (same formula, charge and spin)**: 0.00 kcal/mol
**Total charge**: +1
**Kohn-Sham gap**: 0.39487 Ha
**SMILES**: NC1=NC(=[NH2+])CC1

Each line ends with the Mulliken charge.
CARTESIAN COORDINATES (ANGSTROEM)
N: -2.037 -1.371 0.815  -0.308
C: -1.060 -0.648 0.335  0.568
N: -1.301 0.377 -0.466  -0.700
C: -0.126 0.994 -0.766  0.548
N: 0.135 2.039 -1.559  -0.316
C: 1.033 0.349 -0.034  -0.664
C: 0.396 -0.882 0.613  -0.617
H: -2.990 -1.138 0.572  0.276
H: -1.874 -2.163 1.418  0.247
H: -0.605 2.509 -2.063  0.280
H: 1.084 2.365 -1.650  0.243
H: 1.424 1.043 0.712  0.351
H: 1.849 0.106 -0.715  0.396
H: 0.719 -1.804 0.124  0.322
H: 0.603 -0.979 1.677  0.374

***

The following is a quantum chemistry calculation of an isolated ion of composition C4H8N3 and charge +1 at a distorted geometry, from the OMol25 dataset.

**Highest occupied orbital energy**: -14.17 eV
**Energy relative to the best compared isomer or geometry (same formula, charge and spin)**: 92.44 kcal/mol
**Total charge**: +1
**Kohn-Sham gap**: 0.37987 Ha
**SMILES**: C[n+]1cccn1N

Each line ends with the Mulliken charge.
CARTESIAN COORDINATES (ANGSTROEM)
C: -1.431 -1.197 0.133  -0.562
N: -0.144 -0.635 0.012  0.193
C: 1.034 -1.247 0.158  0.168
C: 2.024 -0.156 0.193  -0.873
C: 1.335 1.057 0.123  0.141
N: 0.033 0.712 0.010  0.226
N: -1.015 1.655 -0.169  -0.890
H: -2.195 -0.686 -0.479  0.210
H: -1.273 -2.276 -0.039  0.309
H: -1.949 -0.984 1.193  0.328
H: 0.977 -2.235 -0.026  0.411
H: 3.056 -0.322 0.229  0.408
H: 1.618 2.074 -0.090  0.340
H: -1.438 1.570 -1.046  0.275
H: -0.631 2.671 -0.203  0.313